A 2-piece molecular cluster, C5H15NO overall at a distorted geometry. Source: OMol25; level of theory: the ωB97M-V functional and the def2-TZVPD basis.

```
22
Properties=species:S:1:pos:R:3:nbo_charge:R:1
C -2.1431 -2.0460 0.8348 -0.5980
C -1.4684 -0.7716 0.3636 -0.4497
C -0.0926 -0.5471 0.9709 -0.4288
C 1.1419 -0.9150 0.1975 -0.4189
C 1.3762 -0.1107 -1.0803 -0.2415
N 1.8477 1.2602 -0.9165 -0.8637
H -1.4977 -2.9044 0.6543 0.1904
H -3.0800 -2.2390 0.3138 0.1978
H -2.3419 -2.1107 1.9096 0.1901
H -1.3609 -0.8757 -0.7104 0.1955
H -2.0698 0.1080 0.5274 0.2117
H -0.1073 -0.9805 1.9918 0.1872
H 0.0211 0.4946 1.3073 0.2177
H 1.2283 -1.9765 -0.0575 0.1808
H 2.0255 -0.7941 0.7874 0.1939
H 0.4728 -0.0494 -1.6995 0.1852
H 2.1352 -0.5891 -1.6941 0.1715
H 1.2207 1.8826 -0.4158 0.3904
H 2.6929 1.2817 -0.3503 0.3254
H 0.1333 3.6741 -1.7184 0.3761
H -0.1660 4.5612 -0.4663 0.2922
O 0.0320 3.6472 -0.7490 -1.5052
```

Values from the calculation:
Multiplicity: 2
E_LUMO (spin up / spin down): 3.413 / 3.357 eV
Net charge: -1

A 2-piece molecular cluster, C5H15NO overall at a distorted geometry. Source: OMol25; level of theory: the ωB97M-V functional and the def2-TZVPD basis.

```
22
Properties=species:S:1:pos:R:3:nbo_charge:R:1
C 1.9462 0.3007 -1.0865 -0.6597
C 1.9018 -0.4922 0.1747 -0.2133
N 0.5094 -0.5503 0.8445 -0.4487
C -0.5953 -0.8313 -0.0186 -0.1957
C -1.8474 -1.3908 0.6685 -0.6099
C 0.3163 0.5652 1.7594 -0.4348
H 2.2386 -0.3140 -1.9409 0.2200
H 0.9465 0.6083 -1.4120 0.2082
H 2.4179 1.2857 -1.0391 0.2209
H 2.3778 -0.0125 1.0338 0.1952
H 2.4086 -1.4539 0.0903 0.1993
H -0.2935 -1.5642 -0.7750 0.1976
H -0.9092 0.0434 -0.6201 0.1207
H -2.6460 -1.4084 -0.0649 0.2120
H -2.0869 -0.6352 1.4264 0.1969
H -1.7722 -2.3366 1.2032 0.2143
H 1.2056 1.1258 1.9807 0.2024
H 0.0683 0.1443 2.7588 0.1916
H -0.5891 1.1542 1.5614 0.1850
H -1.5729 2.4798 -2.5582 0.4591
H -1.7599 1.4494 -1.6267 0.4561
O -2.2645 1.8327 -2.3599 -0.9172
```

Values from the calculation:
SMILES: CCN(C)CC.O
E_LUMO: 0.722 eV
Net charge: 0

A 2-piece molecular cluster, C5H15NO overall at a distorted geometry. Source: OMol25; level of theory: the ωB97M-V functional and the def2-TZVPD basis.

```
22
Properties=species:S:1:pos:R:3:nbo_charge:R:1
C -0.0289 2.1364 1.9148 -0.6082
C -0.2935 0.7298 2.5024 -0.3993
C 0.1203 -0.4687 1.6552 -0.3950
C -1.0802 -0.7078 0.6355 -0.4071
C -0.5607 -1.1527 -0.7235 -0.2140
N -1.2254 -0.5788 -1.8833 -0.8385
H 1.0088 2.4386 1.7890 0.2049
H -0.4885 2.0357 0.9194 0.1982
H -0.5569 2.9444 2.4213 0.2112
H -1.3549 0.6855 2.7757 0.1979
H 0.1683 0.7415 3.5046 0.1967
H 1.0082 -0.2551 1.0549 0.1940
H 0.3800 -1.3810 2.1902 0.2102
H -1.7966 -1.3958 1.1063 0.2029
H -1.5992 0.2427 0.4698 0.2019
H 0.4908 -0.8664 -0.8008 0.1772
H -0.5693 -2.2664 -0.6821 0.1548
H -2.2182 -0.7717 -1.8754 0.3537
H -0.8250 -0.9051 -2.7463 0.3585
H 2.7301 0.2312 -4.6130 0.4643
H 3.3018 -1.1408 -4.5679 0.4644
O 3.3893 -0.2955 -5.0467 -0.9286
```

Values from the calculation:
SMILES: CCCCCN.O
E_LUMO: 0.550 eV
Net charge: 0

A 2-piece molecular cluster, C5H15NO overall at a distorted geometry. Source: OMol25; level of theory: the ωB97M-V functional and the def2-TZVPD basis.

```
22
Properties=species:S:1:pos:R:3:nbo_charge:R:1
C -0.0643 -2.0347 0.2998 -0.4051
N 0.0609 -0.7661 -0.4838 -0.4708
C -1.1557 0.0608 -0.5099 -0.4254
C 1.3336 1.1700 0.6829 -0.6366
C 1.3976 -0.2118 -0.1003 -0.0261
C 2.6643 -0.3277 -0.9773 -0.6123
H 0.7313 -2.6983 0.0291 0.1956
H -1.0657 -2.5068 0.2107 0.1928
H -0.0071 -1.8635 1.3466 0.1620
H -1.9486 -0.6126 -0.9814 0.2084
H -1.4817 0.6614 0.4499 0.1898
H -0.8834 0.8660 -1.2771 0.2033
H 2.3911 1.4081 0.7853 0.2117
H 1.0742 2.1273 0.0565 0.2068
H 0.7899 1.0806 1.5863 0.2116
H 1.8248 -0.9410 0.6751 0.1707
H 3.5299 -0.0327 -0.3903 0.2087
H 2.6353 0.2575 -1.9104 0.2006
H 2.8092 -1.4282 -1.3478 0.2087
H -3.3289 2.0158 1.6018 0.4725
H -4.3101 1.1531 0.7381 0.4740
O -3.5299 1.7421 0.6803 -0.9409
```

Values from the calculation:
SMILES: CC(C)N(C)C.O
E_LUMO: 0.733 eV
Net charge: 0

A 2-piece molecular cluster, C5H15NO overall at a distorted geometry. Source: OMol25; level of theory: the ωB97M-V functional and the def2-TZVPD basis.

```
22
Properties=species:S:1:pos:R:3:nbo_charge:R:1
C -1.3209 0.4009 0.9539 -0.6227
C 0.0517 0.2954 0.2576 -0.0310
C 0.9516 -0.7653 0.9031 -0.2265
C 2.4324 -0.4897 0.6745 -0.6074
C 0.5733 -2.1932 0.5063 -0.6158
N -0.0089 0.2638 -1.2126 -0.8213
H -1.1590 0.4187 2.0196 0.2073
H -1.8171 1.3275 0.6614 0.2071
H -1.9546 -0.4274 0.6335 0.1963
H 0.5027 1.2706 0.4996 0.1744
H 0.7642 -0.5604 1.9548 0.1969
H 2.8203 0.2835 1.3372 0.2066
H 2.5896 -0.0650 -0.2913 0.2186
H 3.0509 -1.3773 0.7646 0.2037
H -0.3273 -2.5762 0.9998 0.2095
H 0.4111 -2.3037 -0.5574 0.1987
H 1.3448 -2.8630 0.8883 0.2126
H -0.2053 -0.6877 -1.5285 0.3370
H -0.9032 0.6982 -1.4450 0.3550
H -2.9575 2.4567 -2.9110 0.4676
H -2.6175 3.8597 -2.4137 0.4700
O -2.2215 3.0341 -2.6947 -0.9366
```

Values from the calculation:
SMILES: CC(C)[C@H](C)N.O
E_LUMO: 0.781 eV
Net charge: 0

A 2-piece molecular cluster, C5H15NO overall at a distorted geometry. Source: OMol25; level of theory: the ωB97M-V functional and the def2-TZVPD basis.

```
22
Properties=species:S:1:pos:R:3:nbo_charge:R:1
C -0.0929 2.4004 1.7748 -0.6272
C 0.9402 1.5310 1.0677 -0.1964
N 0.5248 1.0398 -0.2558 -0.4601
C 1.3730 -0.0953 -0.6625 -0.2299
C 1.0842 -1.4757 -0.0628 -0.6508
C -0.8524 0.8994 -0.6106 -0.4236
H -0.9408 1.7881 2.0428 0.2095
H -0.4602 3.1726 1.0795 0.2066
H 0.4522 2.9544 2.5444 0.2212
H 1.9473 1.9325 1.0223 0.1902
H 1.1045 0.6401 1.7134 0.1518
H 1.0855 -0.0561 -1.7297 0.1903
H 2.4521 -0.0112 -0.7871 0.2070
H 0.5942 -1.2154 0.8832 0.2042
H 0.3519 -2.0821 -0.5810 0.2176
H 1.9861 -2.0276 0.2037 0.2129
H -0.9697 0.2234 -1.4621 0.2076
H -1.5557 0.6672 0.1921 0.1790
H -1.2454 1.7777 -1.1493 0.1898
H -2.2195 -3.8954 -2.3690 0.4597
H -3.2265 -3.9059 -1.3838 0.4598
O -2.3330 -4.2621 -1.4699 -0.9192
```

Values from the calculation:
SMILES: CCN(C)CC.O
E_LUMO: 0.702 eV
Net charge: 0

A 2-piece molecular cluster, C5H15NO overall at a distorted geometry. Source: OMol25; level of theory: the ωB97M-V functional and the def2-TZVPD basis.

```
22
Properties=species:S:1:pos:R:3:nbo_charge:R:1
C 0.5389 1.6214 2.0011 -0.6138
C -0.4533 0.4610 1.8748 -0.3944
C -0.4700 -0.5170 0.6670 -0.4434
C -1.0879 0.0617 -0.6399 -0.2339
N -0.2181 -0.2397 -1.7541 -0.7137
C 1.1704 0.5411 -1.9335 -0.4220
H 1.5371 1.3380 1.9162 0.2082
H 0.2166 2.2955 2.8415 0.2195
H 0.3669 2.3370 1.1991 0.1952
H -0.3218 -0.1325 2.8227 0.2028
H -1.5112 0.9089 1.9485 0.1890
H 0.5510 -1.0498 0.5763 0.2276
H -1.0741 -1.4495 0.8297 0.2095
H -2.0569 -0.4754 -0.6965 0.2082
H -1.4101 1.1259 -0.6425 0.1805
H -0.5801 -0.7435 -2.6597 0.4035
H 1.8411 0.1170 -1.1857 0.1980
H 1.6697 0.6118 -3.0413 0.2267
H 0.9980 1.5697 -1.5200 0.1893
H 0.1230 -1.9819 -0.9719 0.4891
H -0.3092 -3.4093 -0.7071 0.4489
O 0.4803 -2.9904 -0.9244 -0.9747
```

Values from the calculation:
SMILES: CCCCNC.O
E_LUMO: 0.913 eV
Net charge: 0

A 2-piece molecular cluster, C5H15NO overall at a distorted geometry. Source: OMol25; level of theory: the ωB97M-V functional and the def2-TZVPD basis.

```
22
Properties=species:S:1:pos:R:3:nbo_charge:R:1
C 1.7507 1.7752 1.5893 -0.6081
C 0.6618 1.4046 0.6119 -0.2191
N 0.3725 -0.0312 0.6204 -0.6334
C -1.7099 -0.1482 -0.7208 -0.6423
C -1.0542 -0.3801 0.6471 -0.0443
C -1.2115 -1.8377 1.0769 -0.6117
H 2.1058 2.7896 1.4181 0.2018
H 1.3525 1.7991 2.6023 0.2042
H 2.6023 1.0943 1.5929 0.2088
H 0.9124 1.7553 -0.4001 0.1658
H -0.2365 1.9427 0.9261 0.1855
H 0.8083 -0.4469 -0.2004 0.3411
H -1.0492 -0.4392 -1.5266 0.2177
H -1.9133 0.9215 -0.8725 0.2052
H -2.7042 -0.5844 -0.8519 0.2108
H -1.4880 0.3161 1.3612 0.1842
H -2.1955 -2.0135 1.5144 0.2108
H -0.4704 -2.0955 1.8372 0.2200
H -1.0594 -2.4802 0.2070 0.1978
H 1.4293 0.0882 -2.7788 0.4681
H 1.0846 -1.3902 -2.7357 0.4677
O 0.8673 -0.5733 -3.2010 -0.9306
```

Values from the calculation:
SMILES: CCNC(C)C.O
E_LUMO: 0.696 eV
Net charge: 0

A 2-piece molecular cluster, C5H15NO overall at a distorted geometry. Source: OMol25; level of theory: the ωB97M-V functional and the def2-TZVPD basis.

```
22
Properties=species:S:1:pos:R:3:nbo_charge:R:1
C 0.0047 1.6217 0.4052 -0.2087
C 0.1629 0.5631 -0.6928 -0.2440
C 1.5938 0.1047 -0.9135 -0.6088
C -0.7955 -0.6152 -0.4168 -0.3953
C -0.5807 -1.9210 -1.1901 -0.6100
N -0.5451 2.8997 -0.1916 -0.8426
H 0.8845 1.9224 0.9230 0.1902
H -0.7873 1.2975 1.0706 0.1813
H -0.2020 1.0776 -1.5829 0.2131
H 1.7279 -0.4939 -1.8118 0.2086
H 1.9887 -0.4581 -0.0697 0.2004
H 2.2624 0.9701 -0.9670 0.2084
H -0.7897 -0.8320 0.6488 0.2112
H -1.8007 -0.2847 -0.7155 0.1919
H -1.2856 -2.6724 -0.8527 0.2074
H 0.4461 -2.2592 -0.9979 0.1984
H -0.5803 -1.8217 -2.2719 0.2022
H -1.5541 2.9241 -0.0738 0.3453
H -0.2595 3.6922 0.3736 0.3479
H 0.5944 -1.6323 3.6139 0.4740
H -0.3983 -2.4928 2.7759 0.4740
O -0.0865 -1.5899 2.9370 -0.9451
```

Values from the calculation:
SMILES: CC[C@H](C)CN.O
E_LUMO: 0.709 eV
Net charge: 0

A 2-piece molecular cluster, C5H15NO2 overall at a distorted geometry. Source: OMol25; level of theory: the ωB97M-V functional and the def2-TZVPD basis.

```
23
Properties=species:S:1:pos:R:3:nbo_charge:R:1
C -1.7375 -0.6542 -0.0323 -0.4344
C -1.6101 0.8123 -0.3093 0.0342
C -2.1643 1.7282 0.7619 -0.7071
O -2.2108 1.1573 -1.6071 -0.7609
C -0.4286 -1.3349 0.4006 -0.2624
N 0.4950 -1.3538 -0.7384 -0.6730
C 1.9156 -1.3346 -0.4737 -0.7261
H -2.2052 -1.2088 -0.8446 0.2208
H -2.4460 -0.7614 0.8126 0.1919
H -0.5759 1.0558 -0.5998 0.1810
H -2.0055 2.7697 0.4732 0.2031
H -3.2583 1.6040 0.7818 0.1912
H -1.7397 1.4564 1.7253 0.2214
H -2.7153 1.9674 -1.5364 0.4577
H -0.0454 -0.8064 1.2710 0.1745
H -0.6884 -2.3839 0.5349 0.1805
H 0.2531 -0.7443 -1.5144 0.3586
H 2.4367 -0.4189 -0.7599 0.1754
H 2.4707 -2.1760 -0.9280 0.1624
H 2.2066 -1.4761 0.5711 0.1557
H 3.8027 0.2268 1.3592 0.4105
H 5.3662 0.0680 1.5697 0.3982
O 4.6286 0.6708 1.6343 -1.1533
```

Values from the calculation:
Multiplicity: 2
E_LUMO (spin up / spin down): 3.309 / 3.276 eV
Net charge: -1